#1
ORCA calculation (ωB97M-V with the def2-TZVPD basis set) on one molecule with the formula C3HBrN2O.

## Properties
HOMO	-8.9	eV
LUMO	-1.735	eV
multiplicity	1

Each line ends with the Mulliken charge.
Atoms and positions in Å:
C (-0.12, -1.10, -0.15)  0.49
C (1.04, -0.62, -0.70)  -0.50
C (-0.69, 1.69, 0.14)  0.52
N (-1.18, -0.65, 0.34)  -0.52
N (-1.30, 0.70, 0.41)  -0.05
O (-0.30, 2.76, 0.03)  -0.39
Br (2.54, -0.56, 0.20)  0.15
H (0.01, -2.23, -0.28)  0.30

#2
ORCA calculation (ωB97M-V with the def2-TZVPD basis set) on one molecule with the formula C3HBrN2O.

## Properties
HOMO	-9.0	eV
LUMO	-1.059	eV
multiplicity	1

Each line ends with the Mulliken charge.
Atoms and positions in Å:
C (-0.32, 0.31, 0.00)  -0.04
C (-1.59, 0.67, 0.01)  -0.29
C (0.68, 1.39, 0.02)  0.50
N (-1.16, 2.78, -0.02)  -0.18
N (0.00, 2.69, -0.02)  0.08
O (1.87, 1.31, 0.06)  -0.43
Br (-3.25, -0.03, 0.01)  -0.03
H (0.11, -0.67, 0.00)  0.41

Which of them is most stable? Easy: #2.

#1
ORCA calculation (ωB97M-V with the def2-TZVPD basis set) on a 2-piece molecular cluster, C3H11N2S overall.

## Properties
HOMO	-14.3	eV
total charge	+1
LUMO	-4.085	eV
multiplicity	1

Each line ends with the Mulliken charge.
Atoms and positions in Å:
C (-0.28, -2.11, -0.85)  -1.37
C (-1.15, -1.27, 0.07)  -0.26
C (1.73, 2.64, -0.37)  -0.20
N (-0.44, -0.02, 0.36)  -0.13
N (1.73, 1.38, -0.35)  -0.48
S (-0.96, 0.79, 1.68)  0.03
H (-0.73, -2.90, -1.34)  0.41
H (0.21, -1.49, -1.58)  0.36
H (0.46, -2.53, -0.19)  0.31
H (-2.17, -1.07, -0.25)  0.39
H (-1.40, -1.79, 1.04)  0.32
H (0.85, 3.18, 0.04)  0.19
H (2.58, 3.32, -0.92)  0.22
H (2.59, 0.99, -0.66)  0.16
H (0.47, 0.23, -0.15)  0.47
H (-2.27, 0.99, 1.14)  0.28
H (-1.23, -0.35, 2.32)  0.29

#2
ORCA calculation (ωB97M-V with the def2-TZVPD basis set) on an isolated ion of composition C3H11N2S and charge +1.

## Properties
HOMO	-13.3	eV
SMILES	NC[C@@H]([NH3+])CS
total charge	+1
LUMO	-3.337	eV
multiplicity	1

Each line ends with the Mulliken charge.
Atoms and positions in Å:
N (1.32, -0.61, -0.06)  -0.29
C (0.00, 0.15, -0.33)  0.26
C (-1.05, -0.85, -0.92)  -1.09
S (-0.72, -1.88, -2.38)  -0.14
C (-0.41, 0.82, 1.08)  -0.69
N (0.42, 1.98, 1.23)  -0.50
H (1.90, 0.16, 0.47)  0.41
H (1.25, -1.37, 0.53)  0.30
H (1.61, -0.93, -0.94)  0.30
H (0.23, 1.00, -1.08)  0.26
H (-1.41, -1.41, -0.15)  0.50
H (-1.92, -0.29, -1.26)  0.36
H (0.14, -2.87, -1.99)  0.14
H (-0.45, 0.07, 1.93)  0.41
H (-1.54, 0.95, 1.12)  0.34
H (0.54, 2.30, 2.13)  0.22
H (0.08, 2.79, 0.63)  0.23

Which of them is most stable? Easy: #2.

#1
ORCA calculation (ωB97M-V with the def2-TZVPD basis set) on a 2-piece molecular cluster, C3H11N2S overall.

## Properties
HOMO	-12.2	eV
total charge	+1
LUMO	-4.278	eV
multiplicity	1

Each line ends with the Mulliken charge.
Atoms and positions in Å:
C (0.39, 0.37, 2.05)  -0.77
S (-0.95, 0.55, 0.88)  -0.09
C (-1.85, -1.15, 1.14)  -0.91
H (0.43, -0.62, 2.50)  0.31
H (0.34, 1.22, 2.78)  0.29
H (1.44, 0.41, 1.64)  0.24
H (-2.81, -1.07, 0.52)  0.34
H (-1.12, -2.05, 0.86)  0.31
H (-1.99, -1.21, 2.26)  0.33
N (1.87, 0.66, -1.35)  -0.17
C (0.84, 0.62, -2.20)  0.18
N (-0.39, 0.34, -1.87)  -0.32
H (1.64, 0.25, -0.48)  0.16
H (2.77, 0.91, -1.51)  0.20
H (1.09, 0.70, -3.25)  0.33
H (-0.99, 0.58, -2.64)  0.26
H (-0.71, -0.50, -1.31)  0.30

#2
ORCA calculation (ωB97M-V with the def2-TZVPD basis set) on a 2-piece molecular cluster, C3H11N2S overall.

## Properties
HOMO	-11.8	eV
total charge	+1
LUMO	-5.639	eV
multiplicity	1

Each line ends with the Mulliken charge.
Atoms and positions in Å:
C (-0.83, -2.28, 1.91)  -1.20
C (-1.90, -1.24, 1.61)  -0.17
S (-1.40, 0.19, 0.88)  -0.32
H (-0.30, -1.93, 2.72)  0.37
H (-0.05, -2.50, 1.18)  0.34
H (-1.25, -3.31, 2.18)  0.29
H (-2.60, -1.79, 0.86)  0.28
H (-2.57, -0.97, 2.45)  0.33
H (-2.43, 0.66, 0.22)  0.14
N (1.13, 1.20, -0.78)  -0.43
C (1.93, 1.86, -1.62)  0.21
N (1.88, 1.60, -2.95)  -0.30
H (0.24, 1.68, -0.75)  0.26
H (1.54, 1.17, 0.11)  0.29
H (2.46, 2.74, -1.14)  0.34
H (2.20, 2.25, -3.65)  0.27
H (1.93, 0.65, -3.23)  0.29

Which of them is most stable? Easy: #1.

#1
ORCA calculation (ωB97M-V with the def2-TZVPD basis set) on one molecule with the formula C4H10N4O.

## Properties
HOMO	-7.2	eV
SMILES	[H]/N=C(/N)N(N)/C(C)=C/O
LUMO	0.689	eV
multiplicity	1

Each line ends with the Mulliken charge.
Atoms and positions in Å:
C (1.87, -0.47, 1.19)  -1.25
N (0.31, 0.72, -0.35)  0.53
C (-1.21, 0.60, -0.66)  0.35
C (0.66, -0.39, 0.31)  0.71
N (1.17, 1.31, -1.30)  -0.78
N (-1.97, 1.17, 0.36)  -0.53
C (-0.39, -1.31, 0.20)  -0.61
O (-0.69, -2.12, 1.29)  -0.53
N (-1.65, 0.65, -1.87)  -0.83
H (-1.29, -2.82, 1.01)  0.37
H (2.14, 1.26, -0.99)  0.25
H (0.90, 2.28, -1.41)  0.22
H (-2.89, 1.40, 0.01)  0.26
H (-1.99, 0.61, 1.20)  0.24
H (-0.90, 0.40, -2.52)  0.27
H (-0.60, -1.77, -0.76)  0.34
H (2.54, -1.27, 0.86)  0.28
H (2.44, 0.46, 1.24)  0.38
H (1.56, -0.71, 2.21)  0.31

#2
ORCA calculation (ωB97M-V with the def2-TZVPD basis set) on a 2-piece molecular cluster, C4H10N4O overall.

## Properties
HOMO	-8.9	eV
LUMO	0.437	eV
multiplicity	1

Each line ends with the Mulliken charge.
Atoms and positions in Å:
C (-2.56, -0.69, -0.17)  -0.90
C (-0.17, -0.53, -0.25)  0.23
C (0.73, 1.84, -0.76)  -0.84
C (2.59, -0.87, 0.83)  -0.30
H (-3.46, -0.03, -0.45)  0.32
H (-2.51, -1.26, -1.17)  0.34
H (-2.84, -1.38, 0.76)  0.26
H (-2.38, 1.56, 0.96)  0.38
H (0.91, -1.63, -1.03)  0.34
H (1.46, 2.06, -1.72)  0.28
H (0.81, 2.79, -0.09)  0.24
H (-0.17, 1.74, -1.33)  0.36
H (3.68, -0.93, 0.88)  0.36
H (1.89, -1.48, 2.01)  0.20
N (-1.41, 0.18, 0.01)  0.17
N (-0.11, -1.69, -0.81)  -0.65
N (0.83, 0.51, -0.04)  0.38
N (2.28, 0.07, -0.10)  -0.65
O (-1.51, 0.83, 1.23)  -0.50

#3
ORCA calculation (ωB97M-V with the def2-TZVPD basis set) on one molecule with the formula C4H10N4O.

## Properties
HOMO	-8.0	eV
SMILES	NCC(N)(N)C(N)=C=O
LUMO	0.649	eV
multiplicity	1

Each line ends with the Mulliken charge.
Atoms and positions in Å:
C (0.55, 0.59, 1.30)  -1.20
C (0.06, -2.01, 0.27)  0.38
C (-0.36, -1.03, -0.47)  -0.08
C (-0.22, 0.44, -0.04)  1.10
N (-1.00, -1.17, -1.74)  -0.63
N (0.44, 1.23, -1.06)  -0.68
N (-1.59, 0.95, 0.05)  -0.75
N (1.95, 0.22, 1.30)  -0.61
O (0.52, -2.86, 0.94)  -0.47
H (-1.29, -2.12, -1.91)  0.26
H (-1.81, -0.55, -1.76)  0.28
H (-0.10, 1.19, -1.92)  0.32
H (1.36, 0.85, -1.25)  0.24
H (-2.02, 0.64, 0.91)  0.24
H (-1.57, 1.96, 0.05)  0.26
H (2.46, 0.79, 0.64)  0.26
H (2.07, -0.76, 1.05)  0.28
H (0.49, 1.64, 1.59)  0.39
H (0.04, -0.02, 2.06)  0.44

#4
ORCA calculation (ωB97M-V with the def2-TZVPD basis set) on a 2-piece molecular cluster, C4H10N4O overall.

## Properties
HOMO	-7.8	eV
SMILES	[H]/N=C/C(N)=C(\N)O.C=N
LUMO	0.822	eV
multiplicity	1

Each line ends with the Mulliken charge.
Atoms and positions in Å:
C (-1.05, 0.31, 0.64)  -0.16
C (0.20, -0.14, 1.04)  0.66
N (-1.94, -0.48, 0.02)  -0.40
N (0.94, 0.77, 1.87)  -0.62
N (0.18, -2.04, -0.38)  -0.75
C (0.76, -1.34, 0.53)  -0.17
C (0.52, 1.16, -2.00)  -0.29
O (-1.44, 1.55, 0.95)  -0.57
N (-0.31, 0.28, -2.29)  -0.59
H (-0.70, 1.94, 1.47)  0.40
H (-1.52, -1.34, -0.34)  0.35
H (-2.70, -0.03, -0.47)  0.25
H (1.92, 0.81, 1.60)  0.25
H (0.91, 0.49, 2.85)  0.24
H (-0.05, -0.71, -1.95)  0.36
H (0.69, -2.88, -0.65)  0.16
H (1.79, -1.55, 0.87)  0.35
H (0.30, 2.20, -2.25)  0.30
H (1.48, 0.99, -1.49)  0.22

Which of them is most stable? Easy: #3.